The following is a quantum chemistry calculation of a structure of composition C28H35Cl7F4K2LiO6, from OMol25.

Computed properties:
* F_max: 2.06 eV/A
* LUMO level: -0.1238 Eh
* gap between HOMO and LUMO: 6.673 eV
* E_HOMO: -10.04 eV
* net charge: +1
* molar mass: 876.9 g/mol
* E: -173264.70409 eV
* ΔE to the lowest compared entry with this formula, charge and spin: 0.0 kcal/mol

Element x y z (Å)
1 K -2.8444 3.6786 1.2223
2 K 2.2614 5.8747 0.9231
3 Cl -0.4293 -0.6298 4.6355
4 Cl 0.5010 -7.8380 -2.7103
5 Cl 0.0662 -3.0512 6.1200
6 Cl 2.2563 -1.3318 5.3848
7 Cl 0.8610 -2.8690 3.3534
8 Cl 0.8119 -5.3303 -1.2895
9 Cl 0.8313 -7.8418 0.1748
10 F -3.7040 -2.6142 -6.3256
11 F 5.2846 4.3957 1.8754
12 F -3.8661 -4.7346 -6.7408
13 F -2.3421 -3.5514 -7.7162
14 O -1.6240 2.1442 4.3331
15 O -0.9030 -4.4043 -5.5924
16 O -1.1917 3.5680 2.6941
17 O 4.0032 5.8598 -2.9029
18 O -2.5226 -5.1230 0.0012
19 O -2.6508 -3.8957 -4.2663
20 C -1.2526 -4.8838 1.9920
21 C -4.1985 0.1890 -0.9566
22 C 1.9867 3.4211 4.8040
23 C 4.4281 4.5454 -3.2911
24 C -1.1608 3.1960 3.9055
25 C -5.5668 0.0704 -1.1533
26 C -0.4320 4.1059 4.8973
27 C 0.6731 -1.9857 4.8643
28 C -3.0006 -3.7258 -6.5766
29 C 5.9392 6.0926 -4.2458
30 C -2.0302 -4.0463 -5.4265
31 C -1.0034 -3.0301 -2.6979
32 C -5.2104 -1.9971 -2.3262
33 C 0.9943 4.3481 4.4643
34 C 3.3028 3.6616 4.4501
35 C -2.3133 -5.5166 1.1275
36 C 1.3301 5.4762 3.7145
37 C 4.7797 6.8402 -3.6058
38 C -6.0720 -1.0227 -1.8422
39 C -1.8746 -4.2022 -3.0893
40 C -3.3349 -0.7827 -1.4423
41 C -3.0994 -6.6570 1.7210
42 C 5.3201 4.7231 -4.5103
43 C 3.6531 4.8042 3.7624
44 C 2.6685 5.6836 3.3749
45 C 0.1694 -6.9729 -1.2153
46 C 1.6434 2.1481 5.5547
47 C -3.8423 -1.8789 -2.1243
48 Li 3.6501 1.1435 4.2065
49 H -3.8240 -7.0146 0.9932
50 H 6.3149 6.5851 -5.1404
51 H -1.6101 -2.1313 -2.5718
52 H -1.7063 -4.4678 2.8927
53 H 4.6887 4.9859 3.4999
54 H 1.9135 1.2682 4.9664
55 H 4.7151 4.7563 -5.4190
56 H -0.9133 5.0708 5.0362
57 H -5.6051 -2.8501 -2.8617
58 H -0.4057 3.6450 5.8750
59 H -2.5945 -4.4177 -2.3054
60 H -3.1721 -2.6413 -2.4994
61 H -6.2403 0.8274 -0.7718
62 H 0.5809 2.0157 5.6951
63 H -0.7708 -4.0838 1.4355
64 H -2.2673 -0.6872 -1.2894
65 H -0.5022 -5.6277 2.2663
66 H 3.0103 6.5509 2.8188
67 H -3.6300 -6.3216 2.6132
68 H 5.1066 7.6105 -2.9070
69 H 6.7634 5.9980 -3.5363
70 H 6.0508 3.9240 -4.6176
71 H -0.9041 -6.9030 -1.0912
72 H 2.1550 2.1096 6.5131
73 H 0.5360 6.1563 3.4389
74 H -2.4279 -7.4758 1.9855
75 H 4.0855 2.9508 4.6996
76 H -7.1380 -1.1156 -2.0016
77 H 4.1407 7.3058 -4.3633
78 H -1.2856 -5.1033 -3.2533
79 H 3.5510 3.9288 -3.4948
80 H -3.7999 1.0437 -0.4212
81 H -0.4779 -3.2315 -1.7665
82 H -0.2633 -2.8156 -3.4702
83 H 4.9799 4.1022 -2.4561